Entry 1:
2 unconnected molecules or ions with the total composition C4H10N2S in a non-equilibrium geometry, computed with the ωB97M-V functional and the def2-TZVPD basis.

multiplicity = 1
relative energy (zero: lowest compared OMol25 entry of this formula, charge and spin) = 95.06 kcal/mol
E_tot = -665.9515 a.u.
F_max = 6.271 eV Å⁻¹

Last column: Mulliken charge in e.
Positions of all 17 atoms, in Å:
H (1.659, 1.224, 1.114)  0.4406
H (-1.383, 0.654, -2.362)  0.1849
N (-0.191, 0.403, -0.680)  0.7588
C (0.668, 0.693, 2.891)  0.0340
H (2.788, 0.432, 2.387)  0.1714
H (0.841, 0.372, 3.967)  0.2392
H (-0.513, -2.074, -2.422)  0.2351
C (-1.242, -1.484, -1.770)  -0.9577
H (0.333, -0.136, -0.065)  0.1452
H (-0.606, 2.241, -1.027)  0.1914
C (-0.926, -0.113, -1.573)  0.2097
H (-1.335, -1.964, -0.783)  0.2737
C (1.751, 0.817, 2.072)  -0.8608
H (-0.925, 1.752, 1.375)  0.1765
S (-0.972, 1.065, 2.574)  -0.2358
N (0.021, 1.603, -0.472)  -1.3026
H (-2.202, -1.412, -2.274)  0.2964


Entry 2:
C6H15ISi in the gas phase in a non-equilibrium geometry, computed with the ωB97M-V functional and the def2-TZVPD basis.

SMILES string = C[C@@H](I)C[Si](C)(C)C
multiplicity = 1
relative energy (zero: lowest compared OMol25 entry of this formula, charge and spin) = 21.74 kcal/mol
E_tot = -824.7914 a.u.
F_max = 3.230 eV Å⁻¹

Last column: Mulliken charge in e.
Positions of all 23 atoms, in Å:
C (0.019, -2.117, -1.361)  -1.0224
C (1.711, 1.238, -0.267)  -1.2305
H (1.433, 1.041, -1.234)  0.3777
C (-1.086, 0.031, -0.596)  -0.6508
H (-0.310, -1.084, 2.281)  0.3010
H (-0.937, 2.887, 0.744)  0.3527
H (2.529, 0.600, -0.043)  0.3177
H (1.856, 2.258, -0.133)  0.4332
H (-0.103, -2.750, -2.176)  0.5093
C (-0.676, -0.841, -1.725)  -0.6130
H (-0.130, -0.272, -2.437)  0.4837
H (-1.887, -0.489, -0.031)  0.4164
H (1.024, -1.761, -1.132)  0.2486
Si (0.170, 0.579, 0.687)  0.2711
H (-0.434, -2.673, -0.503)  0.2270
H (0.086, 2.379, 2.124)  0.2364
C (-0.729, 2.087, 1.424)  -1.1201
H (-1.515, 0.920, -0.954)  0.4552
C (0.659, -0.712, 2.056)  -0.9358
H (1.203, -0.219, 2.859)  0.3390
H (1.161, -1.500, 1.462)  0.2899
I (-2.464, -1.395, -2.991)  -0.0558
H (-1.579, 1.794, 1.948)  0.3695